1.
CH4O3 | ωB97M-V/def2-TZVPD

```
8
Properties=species:S:1:pos:R:3:forces:R:3
O 0.385352 1.220983 -2.054586 -1.644 -2.565 1.023
C -0.163947 0.444962 -1.277716 2.286 2.448 -1.048
O -0.351637 0.841457 -0.021781 -3.092 0.871 -1.344
H -0.406743 -0.635363 -1.317809 0.044 0.216 -1.266
H -0.805104 0.062959 0.402867 -1.244 3.324 -1.475
O 0.723355 -0.391640 1.279599 0.432 -2.702 2.502
H 0.782947 -0.953241 2.085404 0.198 0.333 -0.661
H -0.164223 -0.590116 0.904021 3.020 -1.924 2.269
```
Positions in Å, forces in eV/Å.

Computed properties:
- structure (SMILES) = O=CO.O
- ΔE to the lowest compared entry with this formula, charge and spin (kJ/mol) = 280.7
- HOMO level (eV) = -10.8

***

2.
CH4IN2 | ωB97M-V/def2-TZVPD

```
8
Properties=species:S:1:pos:R:3:forces:R:3
C 1.050548 -1.278424 -0.105210 1.568 -0.819 -0.083
N -0.811684 1.616650 0.002819 0.639 -2.832 1.316
N 1.051699 -2.456884 -0.134391 -1.257 1.352 0.181
I 1.765199 0.519970 -0.065739 0.654 -0.338 -0.074
H -1.032476 2.525425 -0.259666 -1.276 1.417 -0.736
H -1.283154 0.799604 -0.354383 -0.568 0.708 -1.665
H -1.031903 1.391154 0.952783 0.105 1.163 1.150
H 0.291771 -3.117494 -0.036213 0.136 -0.651 -0.088
```
Positions in Å, forces in eV/Å.

Computed properties:
- ΔE to the lowest compared entry with this formula, charge and spin (kJ/mol) = 293.0
- HOMO level (alpha / beta) (eV) = -13.6 / -13.6
- total charge = +1

***

- Among the records above, which one has the highest ΔE to the lowest compared entry with this formula, charge and spin?
  CH4IN2

***

- Number 1 is which compound?
  CH4O3

***

Repeat the second record exactly.
CH4IN2 | ωB97M-V/def2-TZVPD

```
8
Properties=species:S:1:pos:R:3:forces:R:3
C 1.050548 -1.278424 -0.105210 1.568 -0.819 -0.083
N -0.811684 1.616650 0.002819 0.639 -2.832 1.316
N 1.051699 -2.456884 -0.134391 -1.257 1.352 0.181
I 1.765199 0.519970 -0.065739 0.654 -0.338 -0.074
H -1.032476 2.525425 -0.259666 -1.276 1.417 -0.736
H -1.283154 0.799604 -0.354383 -0.568 0.708 -1.665
H -1.031903 1.391154 0.952783 0.105 1.163 1.150
H 0.291771 -3.117494 -0.036213 0.136 -0.651 -0.088
```
Positions in Å, forces in eV/Å.

Computed properties:
- ΔE to the lowest compared entry with this formula, charge and spin (kJ/mol) = 293.0
- HOMO level (alpha / beta) (eV) = -13.6 / -13.6
- total charge = +1

***

- Which of these has the highest ΔE to the lowest compared entry with this formula, charge and spin?
  CH4IN2